[1]
{
  "formula": "C42H33N3OPRh",
  "method": "ωB97M-V with the def2-TZVPD basis set",
  "spin_multiplicity": 5,
  "charge": 2,
  "relative_energy_kj_mol": 17.2,
  "homo_ev": [-12.650, -13.812],
  "lumo_energy_ev": [-5.648, -7.702],
  "symbols": ["Rh", "N", "C", "C", "C", "C", "C", "C", "C", "C", "C", "C", "C", "C", "H", "H", "H", "H", "H", "H", "H", "H", "H", "H", "C", "C", "N", "C", "C", "C", "C", "C", "C", "C", "C", "C", "N", "C", "H", "H", "H", "H", "H", "H", "H", "H", "O", "P", "C", "C", "C", "C", "C", "C", "C", "C", "C", "C", "C", "C", "C", "C", "C", "C", "C", "C", "H", "H", "H", "H", "H", "H", "H", "H", "H", "H", "H", "H", "H", "H", "H"],
  "xyz": [[-0.08, 0.14, 0.14], [1.99, -0.04, -0.09], [2.93, 1.06, -0.26], [4.21, 0.75, -0.68], [5.14, 1.76, -0.89], [4.76, 3.08, -0.70], [3.48, 3.37, -0.27], [2.53, 2.37, -0.02], [1.18, 2.78, 0.43], [1.07, 3.94, 1.18], [-0.16, 4.54, 1.44], [-1.33, 3.99, 0.92], [-1.27, 2.79, 0.24], [-0.04, 2.09, 0.11], [2.10, -0.66, -0.89], [2.25, -0.63, 0.70], [4.49, -0.29, -0.84], [6.13, 1.51, -1.23], [5.46, 3.88, -0.89], [3.19, 4.41, -0.16], [1.97, 4.41, 1.56], [-0.19, 5.46, 2.01], [-2.28, 4.48, 1.06], [-2.18, 2.36, -0.13], [-4.49, 0.14, -0.49], [-3.04, 0.09, -0.83], [-2.14, -0.01, 0.31], [-2.61, -0.11, 1.54], [-4.00, -0.14, 1.85], [-4.93, 0.00, 0.76], [-4.43, -0.27, 3.18], [-3.54, -0.34, 4.21], [-2.13, -0.27, 3.96], [-1.17, -0.30, 4.99], [0.16, -0.23, 4.68], [0.53, -0.13, 3.34], [-0.34, -0.10, 2.35], [-1.66, -0.16, 2.65], [-5.18, 0.26, -1.31], [-2.77, 1.02, -1.36], [-5.99, 0.00, 0.98], [-5.49, -0.30, 3.38], [-3.88, -0.43, 5.23], [-1.50, -0.38, 6.02], [0.92, -0.25, 5.45], [1.58, -0.07, 3.06], [0.19, -2.01, 0.07], [-0.69, -2.70, -0.99], [0.26, -3.81, -2.00], [-0.08, -4.06, -3.33], [0.63, -5.00, -4.06], [1.69, -5.68, -3.47], [2.04, -5.43, -2.15], [1.32, -4.50, -1.41], [-2.01, -3.60, -0.21], [-2.20, -3.48, 1.17], [-3.25, -4.14, 1.78], [-4.11, -4.92, 1.03], [-3.92, -5.07, -0.34], [-2.86, -4.42, -0.96], [-1.40, -1.47, -2.06], [-2.84, -1.04, -1.93], [-3.37, -0.48, -3.22], [-2.54, 0.11, -4.11], [-1.13, 0.03, -3.95], [-0.60, -0.84, -2.98], [-0.90, -3.53, -3.80], [0.37, -5.19, -5.09], [2.25, -6.41, -4.04], [2.86, -5.96, -1.69], [1.58, -4.31, -0.37], [-1.50, -2.89, 1.75], [-3.39, -4.06, 2.86], [-4.93, -5.44, 1.51], [-4.57, -5.70, -0.92], [-2.69, -4.55, -2.02], [-3.45, -1.89, -1.60], [-4.44, -0.48, -3.38], [-2.94, 0.60, -4.99], [-0.48, 0.53, -4.65], [0.45, -1.10, -3.05]]
}

---

[2]
{
  "formula": "C42H33NO25P",
  "method": "ωB97M-V with the def2-TZVPD basis set",
  "spin_multiplicity": 1,
  "charge": 1,
  "relative_energy_kj_mol": 0.0,
  "homo_ev": -11.113,
  "lumo_energy_ev": -4.499,
  "symbols": ["C", "P", "O", "N", "C", "C", "C", "C", "C", "H", "H", "H", "H", "H", "H", "H", "H", "H", "C", "C", "C", "O", "C", "C", "C", "O", "O", "O", "H", "H", "H", "H", "C", "C", "C", "O", "C", "C", "C", "O", "O", "O", "H", "H", "H", "H", "C", "C", "C", "O", "C", "C", "C", "O", "O", "O", "H", "H", "H", "H", "C", "C", "C", "O", "C", "C", "C", "O", "O", "O", "H", "H", "H", "H", "C", "C", "C", "O", "C", "C", "C", "O", "O", "O", "H", "H", "H", "H", "C", "C", "C", "O", "C", "C", "C", "O", "O", "O", "H", "H", "H", "H"],
  "xyz": [[-2.26, -2.62, 0.87], [-1.10, -4.13, 1.15], [-2.07, -5.54, 1.07], [0.02, -4.02, -0.28], [0.69, -2.74, -0.46], [1.64, -2.53, -1.67], [1.81, -3.73, -2.66], [1.06, -5.08, -2.41], [0.14, -5.17, -1.15], [-2.46, -2.61, -0.27], [-3.22, -2.73, 1.46], [-1.67, -1.67, 1.09], [-2.54, -5.52, 0.19], [0.52, -1.86, 0.29], [2.16, -1.53, -1.76], [2.47, -3.64, -3.57], [1.14, -5.98, -3.10], [-0.47, -6.10, -0.89], [0.57, -0.06, 4.06], [0.56, 0.12, 5.38], [0.97, -0.98, 6.31], [0.97, -0.78, 7.51], [1.35, -2.27, 5.72], [1.36, -2.44, 4.40], [0.98, -1.34, 3.47], [1.01, -1.53, 2.26], [1.71, -3.64, 3.85], [0.18, 1.30, 5.93], [0.28, 0.73, 3.37], [1.63, -3.06, 6.41], [1.63, -3.51, 2.88], [0.27, 1.17, 6.90], [-2.52, 0.64, -2.85], [-3.58, 0.84, -3.65], [-4.04, -0.22, -4.59], [-5.02, -0.02, -5.28], [-3.28, -1.48, -4.63], [-2.23, -1.67, -3.84], [-1.78, -0.62, -2.88], [-0.82, -0.84, -2.15], [-1.51, -2.83, -3.88], [-4.27, 2.00, -3.63], [-2.18, 1.40, -2.16], [-3.62, -2.23, -5.33], [-0.81, -2.72, -3.21], [-4.98, 1.89, -4.29], [5.08, -1.18, 2.55], [6.03, -1.33, 1.62], [7.43, -1.69, 2.00], [8.26, -1.83, 1.12], [7.74, -1.85, 3.42], [6.79, -1.70, 4.35], [5.39, -1.36, 3.97], [4.54, -1.25, 4.84], [7.07, -1.84, 5.67], [5.76, -1.15, 0.30], [4.06, -0.92, 2.30], [8.76, -2.09, 3.68], [6.22, -1.68, 6.13], [6.60, -1.32, -0.16], [-8.35, 5.64, -6.15], [-9.37, 5.18, -5.43], [-9.38, 3.78, -4.91], [-10.33, 3.39, -4.24], [-8.25, 2.91, -5.24], [-7.23, 3.38, -5.96], [-7.20, 4.78, -6.46], [-6.24, 5.18, -7.10], [-6.16, 2.59, -6.28], [-10.45, 5.96, -5.14], [-8.33, 6.65, -6.53], [-8.27, 1.89, -4.87], [-5.56, 3.15, -6.80], [-11.04, 5.39, -4.61], [-3.36, 5.95, 7.65], [-3.54, 4.67, 7.32], [-2.39, 3.80, 6.91], [-2.58, 2.63, 6.63], [-1.06, 4.42, 6.85], [-0.88, 5.70, 7.18], [-2.03, 6.55, 7.61], [-1.83, 7.71, 7.92], [0.35, 6.28, 7.12], [-4.77, 4.09, 7.34], [-4.19, 6.58, 7.95], [-0.24, 3.79, 6.53], [0.21, 7.21, 7.41], [-4.63, 3.16, 7.07], [5.95, -0.46, -5.66], [5.94, -0.29, -4.33], [6.34, -1.38, -3.41], [6.34, -1.19, -2.20], [6.73, -2.67, -3.99], [6.73, -2.84, -5.32], [6.35, -1.74, -6.25], [6.39, -1.92, -7.45], [7.08, -4.03, -5.88], [5.56, 0.90, -3.77], [5.66, 0.33, -6.34], [7.00, -3.46, -3.31], [7.01, -3.90, -6.84], [5.64, 0.77, -2.81]]
}

---

[3]
{
  "formula": "C42H35AsBr2I2N3O2Ta",
  "method": "ωB97M-V with the def2-TZVPD basis set",
  "spin_multiplicity": 1,
  "charge": 2,
  "homo_ev": -13.217,
  "lumo_energy_ev": -6.665,
  "symbols": ["Ta", "Br", "C", "C", "C", "Br", "C", "C", "C", "C", "N", "C", "C", "O", "H", "H", "H", "H", "I", "C", "C", "C", "I", "C", "C", "C", "C", "N", "C", "C", "O", "H", "H", "H", "H", "C", "C", "C", "C", "C", "C", "As", "N", "C", "C", "C", "C", "C", "C", "C", "C", "C", "C", "C", "C", "C", "C", "C", "C", "C", "C", "H", "H", "H", "H", "H", "H", "H", "H", "H", "H", "H", "H", "H", "H", "H", "H", "H", "H", "H", "H", "H", "H", "H", "H", "H", "H", "H"],
  "xyz": [[1.26, -0.98, -0.99], [-0.30, -4.81, -3.87], [-0.06, -3.03, -4.38], [-0.42, -2.60, -5.68], [-0.24, -1.31, -6.08], [-0.73, -0.81, -7.82], [0.31, -0.35, -5.20], [0.57, 1.01, -5.48], [1.10, 1.83, -4.51], [1.38, 1.31, -3.25], [1.16, 0.04, -2.95], [0.65, -0.79, -3.91], [0.47, -2.13, -3.51], [0.89, -2.37, -2.24], [-0.84, -3.33, -6.36], [0.34, 1.40, -6.46], [1.31, 2.87, -4.71], [1.79, 1.93, -2.46], [6.04, 1.05, -0.46], [5.17, -0.52, 0.55], [5.87, -1.18, 1.60], [5.31, -2.19, 2.32], [6.40, -3.08, 3.85], [3.97, -2.62, 2.04], [3.25, -3.61, 2.73], [1.95, -3.89, 2.37], [1.36, -3.19, 1.32], [2.01, -2.27, 0.63], [3.31, -1.97, 0.99], [3.91, -0.93, 0.25], [3.09, -0.40, -0.69], [6.88, -0.86, 1.82], [3.72, -4.14, 3.55], [1.38, -4.64, 2.90], [0.33, -3.38, 1.05], [0.63, -0.95, 6.10], [0.42, -0.34, 4.74], [1.51, 0.08, 3.97], [1.35, 0.64, 2.72], [2.54, 1.31, 2.08], [0.04, 0.73, 2.19], [-0.08, 0.91, 0.27], [-0.56, -0.82, -0.31], [-1.77, -1.56, -0.22], [-2.98, -0.92, 0.03], [-4.16, -1.65, 0.07], [-4.14, -3.02, -0.14], [-2.94, -3.66, -0.41], [-1.75, -2.93, -0.46], [-1.26, 2.29, -0.43], [-2.07, 2.14, -1.56], [-2.17, 0.91, -2.43], [-2.86, 3.22, -1.94], [-2.85, 4.43, -1.26], [-3.73, 5.57, -1.68], [-1.99, 4.56, -0.18], [-1.18, 3.52, 0.25], [-0.24, 3.79, 1.40], [-1.07, 0.45, 2.99], [-2.49, 0.82, 2.63], [-0.85, -0.10, 4.25], [1.61, -1.42, 6.18], [-0.14, -1.69, 6.32], [0.57, -0.17, 6.87], [2.51, 0.00, 4.38], [3.47, 0.86, 2.44], [2.55, 2.36, 2.38], [2.55, 1.29, 0.99], [-3.01, 0.15, 0.16], [-5.09, -1.15, 0.26], [-5.06, -3.59, -0.10], [-2.91, -4.73, -0.60], [-0.83, -3.44, -0.71], [-1.46, 0.13, -2.18], [-2.00, 1.20, -3.47], [-3.16, 0.48, -2.38], [-3.50, 3.10, -2.80], [-4.26, 5.35, -2.61], [-3.14, 6.48, -1.83], [-4.47, 5.78, -0.91], [-1.93, 5.51, 0.35], [-0.11, 4.86, 1.52], [0.76, 3.37, 1.23], [-0.61, 3.39, 2.34], [-2.56, 1.34, 1.68], [-2.87, 1.49, 3.40], [-3.14, -0.06, 2.60], [-1.71, -0.34, 4.87]]
}